Record 1
C2H8SSi | wB97M-V/def2-TZVPD

Last column: natural (NBO) charge in e.
Positions of all 12 atoms, in Å:
C 0.2502 1.7332 0.3713  -1.13
C -0.9948 -1.4265 0.5721  -1.11
Si 0.3914 -0.1122 -0.0158  1.26
S 0.4232 -0.8808 -2.0175  -0.44
H -0.3470 2.2847 -0.3550  0.25
H -0.2632 1.7220 1.2998  0.25
H 1.2487 2.1925 0.3307  0.27
H -1.7166 -1.1777 1.3845  0.24
H -1.5945 -1.3009 -0.3577  0.23
H -0.8802 -2.5838 0.5682  0.27
H 2.2858 -0.6201 0.6166  -0.23
H 1.1970 0.1695 -2.3973  0.15

Atomic forces in eV per Å
0.3 -0.7 -1.7
-0.7 -0.2 -0.7
2.4 -2.9 1.4
0.4 1.2 -0.1
-0.2 -0.2 0.0
-0.1 0.6 1.2
-0.4 -0.3 0.6
0.9 0.0 -0.3
-0.1 0.0 0.5
0.7 2.1 0.2
-3.0 0.9 -0.7
-0.1 -0.5 -0.2

HOMO-LUMO gap ... 9.69 eV
Relative energy (zero: lowest compared OMol25 entry of this formula, charge and spin) ... 1.547 eV
Multiplicity ... 1
Max |F| ... 3.99 eV Å⁻¹

=====

Record 2
C2H11NO5 | wB97M-V/def2-TZVPD

Last column: natural (NBO) charge in e.
Positions of all 19 atoms, in Å:
N 0.8764 -1.3007 1.9746  -0.80
C 0.6441 0.1551 1.7710  -0.39
C 1.1576 0.6524 0.4587  0.77
O 2.1858 0.3361 -0.0804  -0.60
O 0.3517 1.5963 -0.0904  -0.68
H 1.8275 -1.4903 2.2593  0.35
H 0.8206 -1.8002 1.0915  0.34
H 1.0993 0.5600 2.6723  0.23
H -0.3985 0.2596 2.0561  0.28
H 0.5478 1.6746 -1.0340  0.49
O -2.2451 0.0617 -1.7609  -0.95
H -1.4303 -0.4389 -1.9333  0.48
H -2.8661 -0.5782 -2.1354  0.48
O 0.1964 -1.8312 -2.1199  -0.95
H 0.6321 -2.3637 -1.4482  0.49
H 0.5005 -0.9220 -2.0888  0.47
O -2.0356 0.5694 0.8609  -0.99
H -2.8294 0.9550 1.2295  0.48
H -1.9165 0.7125 -0.0917  0.51

Atomic forces in eV per Å
0.4 -0.2 -0.6
-0.1 -2.1 2.2
-0.1 1.4 0.0
-0.2 -0.7 0.0
-0.5 -0.4 0.0
0.2 0.2 0.1
-0.4 0.1 0.1
0.7 0.8 -0.5
0.0 0.7 -1.3
0.5 0.3 0.1
0.4 -0.7 -1.0
0.0 0.1 0.3
-0.4 0.4 0.3
-0.7 -0.1 -0.4
0.2 0.4 0.1
0.7 -0.2 0.3
0.2 -0.3 0.6
-0.2 0.2 -0.6
-0.9 0.1 0.5

HOMO-LUMO gap ... 9.96 eV
Relative energy (zero: lowest compared OMol25 entry of this formula, charge and spin) ... 1.199 eV
SMILES ... NCC(=O)O.O.O.O
Multiplicity ... 1
Max |F| ... 3.06 eV Å⁻¹

=====

Record 3
C5H12BrFSi | wB97M-V/def2-TZVPD

Last column: natural (NBO) charge in e.
Positions of all 20 atoms, in Å:
C -3.2256 0.7172 0.1591  -1.14
Si -1.3869 0.4794 0.0402  1.50
C -0.9416 -0.1416 -1.7833  -1.05
C -0.7636 -0.7812 1.2854  -1.18
Br -0.4539 2.4256 0.3471  -0.32
H -3.4501 1.2183 -0.7995  0.24
H -3.6873 -0.2889 0.1304  0.24
H -3.5944 1.3195 1.0243  0.25
H -0.6007 0.6150 -2.4661  0.24
H -0.1938 -0.9489 -1.5375  0.23
H -1.8183 -0.5886 -2.0311  0.22
H -0.2461 -0.3805 2.2506  0.26
H -1.4062 -1.6013 1.7787  0.26
H -0.0335 -1.3571 0.6519  0.25
C 4.1543 -0.3327 0.5658  -0.49
C 3.3023 0.1694 -0.2531  0.24
F 2.1142 -0.4183 -0.2698  -0.35
H 5.1143 0.1006 0.6687  0.21
H 3.8025 -1.0451 1.3005  0.22
H 3.3145 0.8392 -1.0626  0.18

Atomic forces in eV per Å
-0.2 0.1 -0.3
-0.3 -1.2 -0.7
2.5 0.4 3.8
1.0 -1.4 1.8
0.5 0.9 0.2
-0.4 0.0 0.5
0.0 0.5 0.1
0.3 -0.6 -0.7
0.1 0.1 -0.2
-0.5 0.9 -0.8
-2.6 -1.4 -1.4
-0.5 -0.3 -2.0
0.2 1.4 -1.3
-0.2 0.4 1.0
1.2 0.1 1.7
-1.0 -0.7 -0.9
-2.0 -0.5 -0.1
0.9 0.1 0.0
0.2 -0.2 -0.2
0.8 1.2 -0.6

HOMO-LUMO gap ... 10.68 eV
Relative energy (zero: lowest compared OMol25 entry of this formula, charge and spin) ... 0.000 eV
SMILES ... C[Si](C)(C)Br.C=CF
Multiplicity ... 1
Max |F| ... 4.54 eV Å⁻¹

=====

Record 4
C21H17F5N8O2TcTe | wB97M-V/def2-TZVPD

Last column: natural (NBO) charge in e.
Positions of all 55 atoms, in Å:
Tc -0.3472 -1.5645 -1.0750  1.61
N -1.4112 3.9436 1.1146  -0.60
C -2.0313 2.6687 0.9745  0.08
N -1.1695 1.5144 0.7596  -0.49
C 0.2044 1.6386 0.8589  0.46
N 1.0258 0.6502 0.7834  -0.33
N 0.5522 -0.6399 0.6196  -0.23
C 0.8816 -1.4481 1.5581  0.14
C 0.6441 -2.8821 1.4070  0.14
C 0.9862 -3.8080 2.3723  -0.19
C 0.7841 -5.1534 2.0920  -0.13
C 0.2500 -5.5199 0.8706  -0.22
C -0.0735 -4.5305 -0.0480  0.10
N 0.1253 -3.2475 0.2235  -0.44
C 0.7800 2.9444 1.2330  -0.15
C 2.1489 3.0893 1.4784  -0.13
C 2.6830 4.3075 1.8345  -0.26
C 1.8359 5.4082 1.9659  -0.15
C 0.4818 5.2877 1.7438  -0.26
C -0.0643 4.0536 1.3749  0.20
H -2.0012 4.7159 1.3684  0.40
H -2.8302 2.4753 1.6833  0.20
H 1.3936 -1.0637 2.4338  0.22
H 1.4151 -3.4846 3.3103  0.24
H 1.0524 -5.9060 2.8205  0.24
H 0.0894 -6.5573 0.6168  0.24
H -0.4994 -4.7502 -1.0186  0.24
H 2.7819 2.2196 1.3722  0.24
H 3.7443 4.4084 2.0112  0.22
H 2.2416 6.3713 2.2480  0.22
H -0.1714 6.1459 1.8465  0.21
N 1.5243 -1.8321 -1.8219  -0.53
C 2.6054 -2.2521 -1.9276  0.55
C 3.8340 -2.8482 -2.0101  -0.56
C 4.1484 -3.7467 -0.9565  0.31
N 4.3309 -4.4862 -0.0901  -0.37
C 4.7378 -2.5542 -3.0626  0.29
N 5.4720 -2.3152 -3.9168  -0.32
C -3.9094 0.6601 0.1531  -0.26
O -3.0167 1.1963 -0.8170  -0.52
C -2.0279 2.0332 -0.3692  0.44
C -1.3919 2.7817 -1.5034  -0.65
H -4.5578 -0.0299 -0.3801  0.20
H -4.5227 1.4489 0.5949  0.17
H -3.3627 0.1116 0.9190  0.21
H -2.0879 3.5475 -1.8473  0.23
H -1.1816 2.0992 -2.3189  0.26
H -0.4671 3.2662 -1.1973  0.22
F -4.0469 -1.9572 -4.0300  -0.69
Te -2.6814 -0.9705 -3.0742  2.58
F -1.4081 -2.8074 -2.2322  -0.62
F -1.6389 -1.4866 -4.5197  -0.62
F -1.9981 -1.4711 -0.1027  -0.60
F -2.9962 0.6350 -3.9997  -0.64
O -0.8596 -0.3088 -2.3235  -0.91

Atomic forces in eV per Å
-0.5 -0.5 0.1
0.0 0.0 0.1
0.0 0.0 -0.1
-0.1 -0.1 0.0
0.1 0.0 0.1
0.0 0.0 0.0
0.1 0.1 -0.1
0.0 0.1 -0.1
0.0 0.0 0.0
0.0 0.0 0.0
0.0 0.0 0.0
0.0 0.0 0.0
0.0 0.0 0.0
0.0 0.1 0.1
0.0 0.0 -0.1
0.0 0.0 0.0
0.0 0.0 0.0
0.0 0.0 0.0
0.0 0.0 0.0
0.0 0.0 -0.1
0.0 0.0 0.0
0.0 0.0 0.0
0.0 0.0 0.0
0.0 0.0 0.0
0.0 0.0 0.0
0.0 0.0 0.0
0.0 0.0 0.0
0.0 0.0 0.0
0.0 0.0 0.0
0.0 0.0 0.0
0.0 0.0 0.0
0.0 -0.1 0.1
-0.1 -0.1 -0.3
0.1 0.1 0.2
0.0 -0.1 -0.1
0.0 0.0 0.1
0.0 0.0 0.0
0.0 0.0 0.0
0.0 0.0 0.1
0.0 0.1 0.0
0.1 -0.1 0.1
0.0 -0.1 0.0
0.0 0.0 0.0
0.0 0.0 0.0
0.0 0.0 0.0
0.0 0.0 0.0
0.0 -0.1 -0.1
0.0 0.0 0.0
0.0 0.1 -0.1
0.1 0.1 -0.1
0.4 0.1 0.1
0.0 0.0 0.1
0.1 0.0 0.0
0.0 0.0 0.1
-0.2 0.3 0.0

⟨S²⟩ ... 3.7690
HOMO-LUMO gap (alpha / beta) ... 6.64 / 6.33 eV
Relative energy (zero: lowest compared OMol25 entry of this formula, charge and spin) ... 1.806 eV
Multiplicity ... 4
Max |F| ... 0.71 eV Å⁻¹

=====

Look up the relative energy (zero: lowest compared OMol25 entry of this formula, charge and spin) of the third one. 0.000 eV

=====

What is the formula in the second record? C2H11NO5